A cluster of 2 separate species, C3H3O4 in total at a distorted geometry. Source: the OMol25 dataset; level of theory: ωB97M-V/def2-TZVPD.

Each line ends with the Mulliken charge.
Element x y z (Å)
C1 1.746 -0.028 -1.637  -0.422
C2 2.135 0.428 -0.598  0.195
C3 -1.374 -0.017 0.579  0.609
O1 -0.282 0.187 1.154  -0.782
O2 -1.840 0.559 -0.382  -0.654
O3 -2.237 -1.006 1.196  -0.524
O4 2.081 1.013 0.557  -0.575
H1 1.566 -0.714 -2.494  0.293
H2 -3.015 -1.184 0.634  0.294
H3 1.220 0.764 0.993  0.564

Cartesian forces (eV/Å) of the 3 atoms listed first:
C 0.2 -1.9 -2.5
C -1.4 0.7 1.1
C -0.2 0.1 0.7

**HOMO-LUMO gap**: 8.86 eV
**Total charge**: -1
**Maximum force**: 0.0610 hartree/bohr
**E**: -417.08638 Ha
**LUMO**: 4.012 eV